# HI2OP

A single HI2OP molecule at a distorted geometry (ωB97M-V with the def2-TZVPD basis set, OMol25).

frontier orbital gap = 8.865 eV
charge = 0
molecular weight = 301.8 g mol⁻¹
SMILES = OP(I)I
energy relative to the best compared isomer or geometry (same formula, charge and spin) = 106.2 kJ/mol
HOMO energy = -0.354 hartree

Geometry (Å):
O: -1.1304 -0.1343 -0.5705
P: 0.2992 0.1619 0.8363
I: 1.3474 2.0920 -0.1108
I: 1.4840 -1.7538 -0.1242
H: -2.0002 -0.3659 -0.0309

Atomic charges from the Löwdin analysis, expressed in e, are listed below:
1. O -0.61
2. P -0.05
3. I 0.31
4. I 0.29
5. H 0.05